<one>
Below is a structure of composition C27H41NO4PPdSSi3, with properties calculated with ωB97M-V/def2-TZVPD.

Each line ends with the Mulliken charge.
Positions of all 79 atoms, in Å:
Pd -0.15 -0.01 -0.10  0.782
C 3.83 -1.08 1.65  -0.500
Si 2.07 -0.82 2.45  0.411
C 2.63 -0.26 4.19  -1.243
C 1.33 -2.56 2.69  -1.414
C 0.96 0.51 1.74  0.697
Si 1.73 1.98 0.91  0.318
C 0.54 3.37 0.37  -0.792
C 2.87 1.58 -0.64  -0.725
C 2.99 2.89 2.02  -1.216
Si -0.46 0.95 2.85  -0.558
C -1.17 -0.53 3.82  -1.108
C 0.02 2.26 4.15  -1.281
C -1.90 1.67 1.86  0.327
C -2.89 2.46 2.43  -0.783
C -3.96 2.92 1.69  -0.503
C -4.00 2.57 0.34  -1.154
C -2.98 1.79 -0.16  -0.209
N -1.96 1.32 0.56  0.947
H 4.43 -1.64 2.38  0.382
H 4.34 -0.11 1.51  0.258
H 3.53 -1.37 -0.25  0.322
H 3.26 -1.01 4.68  0.370
H 1.78 -0.07 4.84  0.286
H 3.20 0.67 4.13  0.270
H 1.98 -3.31 2.23  0.401
H 0.35 -2.65 2.23  0.260
H 1.23 -2.81 3.75  0.422
H -0.26 3.01 -0.27  -0.036
H 1.07 4.17 -0.15  0.400
H 0.07 3.81 1.25  0.274
H 2.84 0.21 -2.10  0.109
H 3.91 1.48 -0.32  0.499
H 2.82 2.38 -1.38  0.514
H 2.49 3.28 2.92  0.274
H 3.44 3.74 1.51  0.351
H 3.79 2.23 2.36  0.269
H -0.44 -0.97 4.49  0.283
H -1.51 -1.31 3.13  0.264
H -2.03 -0.21 4.41  0.374
H 0.96 1.99 4.63  0.326
H -0.73 2.38 4.93  0.427
H 0.17 3.24 3.67  0.342
H -2.81 2.71 3.49  0.361
H -4.74 3.53 2.13  0.415
H -4.81 2.90 -0.30  0.463
H -3.00 1.52 -1.21  0.084
O 3.96 -1.85 0.46  -0.691
S 0.71 -2.11 -0.40  0.324
O 1.26 -2.21 -1.77  -0.514
O 2.45 0.35 -1.23  -0.078
O -0.60 -2.80 -0.27  -0.641
C -2.87 -1.24 -1.81  -1.516
P -1.21 -0.56 -2.24  0.600
C -1.52 1.05 -3.05  -0.291
C -0.58 2.05 -2.79  -0.449
C -0.71 3.32 -3.34  -0.421
C -1.81 3.61 -4.16  -0.585
C -2.74 2.62 -4.43  -0.777
C -2.60 1.35 -3.89  0.413
C -0.89 -1.59 -3.72  0.971
C -0.65 -1.04 -4.98  -0.677
C -0.40 -1.86 -6.07  -0.717
C -0.34 -3.24 -5.92  -0.467
C -0.51 -3.78 -4.65  -0.891
C -0.78 -2.97 -3.57  -0.207
H -3.60 -1.10 -2.62  0.420
H -3.23 -0.77 -0.90  0.453
H -2.74 -2.30 -1.62  0.474
H 0.25 1.81 -2.14  0.082
H 0.03 4.08 -3.15  0.388
H -1.93 4.60 -4.57  0.351
H -3.59 2.85 -5.06  0.388
H -3.32 0.57 -4.13  0.299
H -0.67 0.03 -5.13  0.332
H -0.25 -1.42 -7.05  0.393
H -0.15 -3.88 -6.77  0.359
H -0.42 -4.85 -4.51  0.393
H -0.89 -3.40 -2.58  0.323

## Properties
spin multiplicity = 1
net charge = -1
highest occupied orbital energy = -3.088 eV



<two>
Below is a structure of composition C27H41NO4PPdSSi3, with properties calculated with ωB97M-V/def2-TZVPD.

Each line ends with the Mulliken charge.
Positions of all 79 atoms, in Å:
Pd -0.73 1.04 0.41  -0.174
C 1.88 -1.78 0.32  -0.768
Si 2.10 -0.08 1.09  0.723
C 1.34 -0.19 2.81  -1.104
C 3.97 0.11 1.36  -1.231
C 1.35 1.29 0.09  1.098
Si 1.44 1.14 -1.78  0.627
C 1.38 2.80 -2.70  -1.266
C 3.10 0.39 -2.30  -1.267
C 0.13 0.08 -2.60  -0.602
Si 1.59 2.96 0.81  -0.254
C 1.34 3.12 2.66  -1.164
C 3.27 3.74 0.48  -1.060
C 0.14 3.87 0.03  0.216
C -0.08 5.24 -0.06  -0.767
C -1.24 5.72 -0.64  -0.444
C -2.16 4.81 -1.11  -1.012
C -1.92 3.45 -0.95  -0.711
N -0.79 2.99 -0.40  1.021
H 2.79 -2.38 0.46  0.513
H 1.65 -1.77 -0.75  0.074
H 1.07 -2.31 0.83  0.085
H 1.41 -1.23 3.16  0.443
H 0.28 0.09 2.84  0.142
H 1.87 0.43 3.54  0.404
H 4.36 -0.70 1.98  0.375
H 4.20 1.05 1.87  0.255
H 4.51 0.11 0.41  0.298
H 1.90 3.60 -2.18  0.220
H 0.36 3.13 -2.89  0.288
H 1.87 2.67 -3.67  0.437
H 3.92 1.04 -1.99  0.242
H 3.15 0.28 -3.38  0.411
H 3.27 -0.59 -1.85  0.312
H -0.89 0.37 -2.32  0.222
H 0.25 -0.98 -2.37  -0.218
H 0.23 0.19 -3.68  0.527
H 2.10 2.59 3.23  0.274
H 0.35 2.77 2.97  0.245
H 1.41 4.18 2.93  0.400
H 4.03 3.09 0.92  0.270
H 3.36 4.73 0.94  0.359
H 3.50 3.83 -0.58  0.311
H 0.68 5.91 0.32  0.416
H -1.42 6.79 -0.71  0.403
H -3.09 5.11 -1.57  0.425
H -2.65 2.71 -1.24  0.578
O -2.89 2.66 1.95  -0.743
S -3.31 1.33 1.51  1.261
O -4.75 1.12 1.52  -0.742
O -2.80 1.12 0.05  -0.664
O -2.57 0.26 2.22  -0.558
C -3.53 -1.62 -0.14  -1.880
P -1.72 -1.76 0.04  2.268
C -1.63 -2.99 1.41  0.134
C -1.43 -2.50 2.70  -0.478
C -1.37 -3.38 3.78  -0.848
C -1.50 -4.74 3.58  -0.507
C -1.72 -5.24 2.30  -0.700
C -1.78 -4.36 1.22  -0.621
C -1.33 -2.81 -1.43  -0.095
C -0.23 -3.67 -1.46  -0.238
C 0.13 -4.33 -2.62  -0.883
C -0.61 -4.17 -3.78  -0.547
C -1.72 -3.34 -3.76  -0.703
C -2.08 -2.67 -2.60  -0.554
H -3.99 -2.59 -0.34  0.511
H -3.78 -0.90 -0.92  0.458
H -3.92 -1.20 0.79  0.481
H -1.36 -1.44 2.85  0.439
H -1.22 -2.98 4.77  0.425
H -1.45 -5.42 4.42  0.367
H -1.84 -6.30 2.14  0.403
H -1.95 -4.76 0.23  0.411
H 0.36 -3.81 -0.57  0.562
H 0.99 -4.99 -2.62  0.385
H -0.33 -4.69 -4.69  0.374
H -2.31 -3.20 -4.66  0.406
H -2.94 -2.02 -2.61  0.307

## Properties
spin multiplicity = 1
net charge = -1
highest occupied orbital energy = -5.197 eV



What should be chosen as the most stable of them? Choose <two>.



<one>
Below is a structure of composition C3H10N5, with properties calculated with ωB97M-V/def2-TZVPD.

Each line ends with the Mulliken charge.
Positions of all 18 atoms, in Å:
C -1.75 -0.36 0.11  0.497
C 0.82 -0.41 0.12  0.579
C 1.43 -0.18 -1.27  -1.260
N -0.87 -1.18 -0.40  -0.599
N -1.14 0.73 1.01  -0.413
N -3.09 -0.41 -0.16  -0.390
N 1.50 -0.94 1.23  -0.507
N 0.09 1.03 0.50  -0.173
H 0.56 0.21 -1.84  0.370
H 1.76 -1.08 -1.57  0.428
H 2.26 0.53 -1.16  0.384
H -1.72 1.52 1.25  0.294
H -3.42 -1.16 -0.74  0.257
H -3.65 0.18 0.47  0.234
H 2.15 -1.61 0.96  0.282
H 1.00 -1.37 1.96  0.228
H 0.67 1.39 1.35  0.410
H 0.12 1.62 -0.37  0.378

## Properties
spin multiplicity = 1
net charge = +1
highest occupied orbital energy = -13.218 eV



<two>
Below is a cluster of 2 separate species, C3H10N5 in total, with properties calculated with ωB97M-V/def2-TZVPD.

Each line ends with the Mulliken charge.
Positions of all 18 atoms, in Å:
C 0.31 -0.98 -0.56  0.703
C 0.72 -2.28 -1.20  -1.021
C -1.22 -1.81 1.28  -0.573
N 0.63 0.24 -1.04  -0.632
N 0.07 1.07 -0.22  0.103
N -0.60 0.50 0.71  -0.789
N -0.49 -0.83 0.49  0.586
N 0.68 3.45 0.30  -0.513
H 0.49 -2.41 -2.30  0.303
H 0.41 -3.18 -0.65  0.257
H 1.81 -2.10 -1.52  0.298
H -1.02 -1.59 2.42  0.277
H -2.30 -1.58 1.20  0.300
H -0.94 -2.75 0.95  0.192
H 0.36 2.46 0.01  0.427
H 0.67 3.47 1.29  0.351
H 0.05 4.13 -0.15  0.362
H 1.66 3.64 0.02  0.368

## Properties
spin multiplicity = 1
net charge = +1
highest occupied orbital energy = -14.094 eV



<three>
Below is the ion C3H10N5 with charge +1, with properties calculated with ωB97M-V/def2-TZVPD.

Each line ends with the Mulliken charge.
Positions of all 18 atoms, in Å:
C 1.07 0.60 0.23  0.822
C 0.62 -0.88 0.21  -0.546
C -1.50 -0.09 -0.29  -0.250
N 0.39 1.58 -0.23  -0.828
N 2.30 0.80 0.67  -0.364
N 1.17 -1.61 -0.78  -0.416
N -2.48 -0.06 0.74  -0.576
N -1.02 1.27 -0.55  0.073
H 0.46 -1.51 1.04  0.473
H -1.61 -0.79 -1.14  0.349
H 2.74 -0.06 1.00  0.232
H 2.88 1.67 0.58  0.276
H 1.50 -2.65 -0.82  0.261
H 1.74 -1.24 -1.52  0.247
H -2.32 0.52 1.65  0.234
H -3.05 -0.89 0.83  0.252
H -1.19 1.57 -1.59  0.393
H -1.70 1.79 -0.02  0.369

## Properties
spin multiplicity = 1
net charge = +1
highest occupied orbital energy (alpha / beta) = -11.112 / -11.112 eV



What should be chosen as the most stable of them? Choose <two>.



<one>
Below is a cluster of 2 separate species, C10H16OSi in total, with properties calculated with ωB97M-V/def2-TZVPD.

Each line ends with the Mulliken charge.
Positions of all 28 atoms, in Å:
C 1.89 2.85 2.56  -0.416
C 2.24 2.75 1.26  -0.384
C 0.71 2.30 3.04  -0.439
C 1.39 2.15 0.27  -0.503
C -0.07 1.66 2.13  -0.335
C 0.25 1.54 0.76  0.565
C -0.66 -2.05 -1.98  -1.500
C 1.37 -1.59 -0.42  -1.734
C -2.60 0.03 0.02  -1.121
C -0.12 -1.46 -0.74  1.540
O -0.75 -2.13 0.41  -0.624
Si -0.69 0.29 -0.35  -0.064
H 2.61 3.12 3.31  0.337
H 3.17 3.30 1.04  0.299
H 0.29 2.34 4.03  0.370
H 1.46 2.15 -0.80  0.379
H -0.95 1.14 2.55  0.176
H -0.59 -1.17 -2.77  0.251
H -1.59 -2.55 -1.93  0.368
H 0.03 -2.75 -2.46  0.396
H 1.48 -1.43 0.63  0.485
H 1.94 -0.77 -0.90  0.379
H 1.88 -2.52 -0.59  0.431
H -3.29 0.38 -0.71  0.381
H -2.64 -1.08 0.14  0.316
H -3.00 0.32 1.05  0.310
H -0.54 -3.03 0.47  0.277
H -0.25 1.16 -2.35  -0.141

## Properties
spin multiplicity = 1
net charge = 0
highest occupied orbital energy = -8.878 eV



<two>
Below is a cluster of 2 separate species, C10H16OSi in total, with properties calculated with ωB97M-V/def2-TZVPD.

Each line ends with the Mulliken charge.
Positions of all 28 atoms, in Å:
C -3.73 0.40 -0.78  -0.395
C -2.67 1.44 -0.73  -0.712
C -3.52 -0.89 -0.33  -0.639
C -1.50 0.99 -0.29  -0.114
C -2.26 -1.28 0.17  -0.421
C -1.25 -0.37 0.19  0.776
C 1.82 1.38 -0.77  -1.349
C 2.28 1.14 1.69  -1.758
C 1.05 -2.64 0.69  -1.025
C 1.95 0.34 0.42  1.333
O 3.03 -0.46 0.11  -0.628
Si 0.46 -0.83 0.50  -0.150
H -4.66 0.71 -1.20  0.364
H -2.98 2.47 -0.88  0.377
H -4.34 -1.54 -0.34  0.413
H -0.69 1.67 -0.42  0.202
H -2.23 -2.20 0.72  0.327
H 1.55 2.42 -0.45  0.309
H 1.13 1.02 -1.64  -0.029
H 2.87 1.50 -1.35  0.340
H 2.57 0.60 2.54  0.427
H 1.47 1.79 2.05  0.350
H 3.01 1.81 1.29  0.463
H 0.23 -3.29 0.54  0.374
H 1.95 -2.68 -0.03  0.254
H 1.43 -2.98 1.64  0.390
H 2.91 -0.68 -0.84  0.379
H 0.10 0.17 -2.53  0.139

## Properties
spin multiplicity = 1
net charge = 0
highest occupied orbital energy (alpha / beta) = -9.051 / -5.832 eV



What should be chosen as the most stable of them? Choose <one>.



<one>
Below is a cluster of 2 separate species, C4H6OS2 in total, with properties calculated with ωB97M-V/def2-TZVPD.

Each line ends with the Mulliken charge.
Positions of all 13 atoms, in Å:
C 0.03 -1.25 0.20  -0.043
C -2.00 -0.12 0.23  0.358
C 0.67 -1.09 -1.18  -0.707
C -0.89 1.69 1.30  -0.450
O -2.01 1.02 0.85  -0.277
S 0.42 -2.32 1.32  -0.209
S -3.12 -1.03 -0.47  -0.226
H -0.12 -1.53 -1.91  0.256
H 1.65 -1.39 -1.20  0.387
H 0.56 0.04 -1.19  0.184
H -0.48 2.39 0.49  0.223
H -0.12 0.83 1.37  0.242
H -0.97 2.26 2.25  0.260

## Properties
spin multiplicity = 1
net charge = 0
highest occupied orbital energy = -7.609 eV



<two>
Below is a structure of composition C4H6OS2, with properties calculated with ωB97M-V/def2-TZVPD.

Each line ends with the Mulliken charge.
Positions of all 13 atoms, in Å:
C 0.69 1.92 -0.02  -0.618
C -0.12 -0.44 1.32  0.253
C 0.03 -0.71 -0.14  -0.229
C -0.89 -1.62 -0.75  -0.464
H 1.44 0.81 -0.33  0.152
H 1.40 2.85 0.20  0.340
H -0.19 2.10 -0.74  0.249
H 1.05 -0.73 -0.39  0.520
H -1.89 -1.42 -0.38  0.310
H -0.56 -2.37 -1.54  0.250
O -0.67 -0.08 -1.17  -0.437
S 0.03 1.28 1.59  -0.056
S -0.35 -1.61 2.33  -0.270

## Properties
spin multiplicity = 1
net charge = 0
highest occupied orbital energy = -8.794 eV



What should be chosen as the most stable of them? Choose <two>.



<one>
Below is a cluster of 2 separate species, C5H13NO2 in total, with properties calculated with ωB97M-V/def2-TZVPD.

Each line ends with the Mulliken charge.
Positions of all 21 atoms, in Å:
C -0.69 -0.39 -0.62  0.749
C -0.88 1.27 -0.05  -0.990
C 0.51 -0.73 -1.49  -1.431
C -1.18 -1.53 0.26  -1.288
N 0.11 2.18 -0.46  -0.533
H -1.50 -0.26 -1.35  0.292
H 1.05 1.84 -0.23  0.366
H 0.06 2.39 -1.44  0.269
H -1.87 1.59 -0.39  0.450
H -0.89 1.14 1.03  0.236
H 0.80 0.12 -2.12  0.309
H -0.50 -1.79 1.07  0.241
H -2.13 -1.28 0.72  0.331
H 1.39 -1.04 -0.93  0.296
H 0.26 -1.56 -2.15  0.426
H -1.31 -2.44 -0.34  0.369
C 1.52 -0.17 1.40  -0.013
O 0.73 0.16 2.44  -0.402
O 2.16 0.64 0.76  -0.586
H 0.71 1.13 2.52  0.386
H 1.67 -1.25 1.36  0.522

## Properties
spin multiplicity = 1
structure (SMILES) = CC(C)CN.O=CO
net charge = 0
highest occupied orbital energy = -8.439 eV



<two>
Below is a cluster of 2 separate species, C5H13NO2 in total, with properties calculated with ωB97M-V/def2-TZVPD.

Each line ends with the Mulliken charge.
Positions of all 21 atoms, in Å:
C 0.06 -1.97 0.68  -0.859
N 0.22 -0.55 0.96  -0.311
C -0.53 0.45 0.17  -0.006
C 0.38 1.68 -0.02  -0.812
C 1.07 2.15 1.24  -1.036
O 2.01 -0.58 -0.73  -0.473
C -1.06 -0.06 -1.15  -0.675
O -2.11 -0.96 -0.81  -0.537
H -0.83 -2.31 1.22  0.325
H -0.04 -2.37 -0.33  0.279
H 0.94 -2.42 1.13  0.364
H 1.17 -0.33 0.57  0.410
H -1.36 0.80 0.81  0.444
H 1.17 1.12 -0.61  0.546
H -0.16 2.42 -0.62  0.419
H 1.56 3.12 1.23  0.392
H 0.31 2.26 2.02  0.265
H 1.79 1.39 1.54  0.260
H -1.43 0.70 -1.84  0.401
H -0.29 -0.68 -1.60  0.302
H -2.44 -1.46 -1.57  0.304

## Properties
spin multiplicity = 1
net charge = 0
highest occupied orbital energy = -10.121 eV



<three>
Below is a cluster of 3 separate species, C5H13NO2 in total, with properties calculated with ωB97M-V/def2-TZVPD.

Each line ends with the Mulliken charge.
Positions of all 21 atoms, in Å:
N -1.58 -1.66 -0.49  -0.532
C -0.58 -1.12 -1.42  -0.448
C 2.93 2.57 -1.26  -0.773
C 1.74 2.05 -0.91  -0.141
C 1.14 0.80 -1.52  -0.352
C 0.33 -0.05 -0.91  -0.253
H -1.39 -2.31 0.22  0.209
H -2.11 -0.83 -0.11  0.217
H -1.22 -0.77 -2.25  0.282
H 0.02 -2.01 -1.84  0.278
H 3.57 3.39 -0.90  0.287
H 3.58 1.93 -1.76  0.265
H 1.13 2.57 -0.14  0.305
H 1.05 0.91 -2.61  0.278
H 0.38 -0.09 0.12  0.379
H 1.46 0.70 2.77  0.306
H 2.53 1.18 3.76  0.313
O 1.68 1.35 3.37  -0.621
H -5.57 -3.28 1.78  0.316
H -4.19 -2.51 1.79  0.319
O -4.92 -2.83 2.29  -0.636

## Properties
spin multiplicity = 1
structure (SMILES) = C=C/C=C/CN.O.O
net charge = 0
highest occupied orbital energy = -9.059 eV



What should be chosen as the most stable of them? Choose <one>.